Below is a 2-piece molecular cluster, C4H11O overall, with properties calculated with ωB97M-V with the def2-TZVPD basis set.

```
16
C4H11O, DFT ωB97M-V with the def2-TZVPD basis set
O 3.2964 1.0951 0.0914
C -0.9213 -0.8221 -1.8427
C -0.7379 -0.8896 -0.3118
C 2.5999 1.1921 1.2172
C -1.7120 0.0132 0.4551
H -1.7447 0.9796 -0.0503
H -2.7405 -0.3619 0.3834
H 1.6415 1.7694 1.2931
H 3.1942 1.5836 2.1254
H 2.2586 0.1877 1.6460
H -0.7643 0.2161 -2.1365
H 0.2782 -0.5419 -0.1074
H -0.8639 -1.9097 0.0644
H -1.5364 0.0806 1.5328
H -0.2730 -1.5863 -2.2714
H -1.9747 -1.0060 -2.0888
```

The relative energy (zero: lowest compared OMol25 entry of this formula, charge and spin) is 60.44 kJ/mol. Its multiplicity is 2. The gap between HOMO and LUMO (spin up / spin down) is 2.898 / 6.757 eV. For the total energy, the calculation gives -234.0428 Ha. As for the expectation value of S²: 0.750. The net charge is -2.

Mulliken atomic charge list, values in e, 2 entries:
1. O -0.8520
2. C -2.9461

Below is a 2-piece molecular cluster, C4H11O2S overall, with properties calculated with ωB97M-V with the def2-TZVPD basis set.

```
18
C4H11O2S, DFT ωB97M-V with the def2-TZVPD basis set
S 1.7383 -1.2966 1.2092
O -2.3127 1.5833 -1.4247
O 0.5632 -0.7549 -3.4095
C 1.0371 0.2546 1.9059
C -0.5293 0.6462 0.0184
C -0.4198 0.4912 1.5212
C -1.8659 0.4373 -0.6535
H -2.6777 0.2932 0.0507
H 1.6689 1.0885 1.5816
H 1.0577 -0.9174 -2.5907
H 1.1172 0.2051 2.9889
H -1.8646 -0.4176 -1.3347
H -0.1768 -1.3708 -3.3139
H -0.7878 1.3918 2.0342
H -0.1238 1.6403 -0.2047
H -1.5477 1.9177 -1.9070
H -0.9947 -0.3737 1.8677
H 0.2139 -0.0451 -0.3787
```

The relative energy (zero: lowest compared OMol25 entry of this formula, charge and spin) is 15.06 kJ/mol. The gap between HOMO and LUMO is 6.107 eV. For the total energy, the calculation gives -707.6922 Ha. The net charge is -1.

Mulliken atomic charge list, values in e, 2 entries:
1. S -0.6801
2. O -0.5627

Below is C4H11O2S as an isolated structure, with properties calculated with ωB97M-V with the def2-TZVPD basis set.

```
18
C4H11O2S, DFT ωB97M-V with the def2-TZVPD basis set
S 0.1075 2.4629 0.6251
O -0.0224 -0.5710 -1.8099
O 0.6348 1.5237 -2.0762
C 0.5945 -1.2401 -0.7219
C 0.0945 0.8847 1.5500
C -0.9462 -0.1415 1.0599
C -0.3443 -1.4278 0.4785
H -1.6116 -0.4249 1.8968
H 0.8753 -2.2521 -1.0654
H -1.6191 0.3148 0.3500
H 0.5353 1.9148 -1.0573
H 0.3146 0.3204 -1.8755
H 0.1459 -2.0073 1.2633
H 1.5339 -0.7821 -0.3969
H -0.0778 1.1294 2.6145
H 1.0920 0.4481 1.4343
H -1.1629 -2.0869 0.1838
H -0.1442 1.9347 -2.4532
```

The relative energy (zero: lowest compared OMol25 entry of this formula, charge and spin) is 34.34 kJ/mol. The gap between HOMO and LUMO is 7.264 eV. For the total energy, the calculation gives -707.6849 Ha. The net charge is -1.

Mulliken atomic charge list, values in e, 2 entries:
1. S -0.6443
2. O -0.6526

Below is the molecule C4H11O4PS, with properties calculated with ωB97M-V with the def2-TZVPD basis set.

```
21
C4H11O4PS, DFT ωB97M-V with the def2-TZVPD basis set
S 0.6797 -0.5997 1.1864
P -0.7172 1.0609 -0.6950
O -0.6390 -0.7651 1.7795
O 1.7285 -0.3848 2.0710
O -0.9735 -0.0477 -1.6342
O 0.5931 0.8000 0.2570
C 1.5177 -3.0991 0.5603
C -2.1488 1.6602 0.4699
C 0.7855 -1.9353 -0.0657
C -0.1008 2.5916 -1.4691
H 0.1417 3.5128 -0.8094
H 2.3172 -2.7945 1.0333
H -2.6194 2.3178 -0.1623
H -2.5931 0.7184 0.6708
H 1.7896 -3.7145 -0.2080
H 1.2878 -1.5453 -0.9810
H -1.5811 2.1836 1.1680
H -0.7215 3.0522 -2.1141
H 0.7266 2.5017 -2.0084
H 0.8354 -3.4149 1.2677
H -0.3085 -2.0984 -0.3165
```

The relative energy (zero: lowest compared OMol25 entry of this formula, charge and spin) is 13.41 kJ/mol. The gap between HOMO and LUMO is 11.172 eV. As for the SMILES: CCS(=O)(=O)OP(C)(C)=O. For the total energy, the calculation gives -1199.5055 Ha.

Mulliken atomic charge list, values in e, 2 entries:
1. S 1.1431
2. P 1.0622